Record 1
Entry from OMol25: an isolated molecule of C5H8O2 in a non-equilibrium geometry (ωB97M-V/def2-TZVPD).

The value obtained for the gap between HOMO and LUMO is 10.7 eV. Its SMILES is CC[C@@]1(C)OC1=O. Its LUMO energy is 0.83 eV. The HOMO energy is -9.91 eV.

Structure (XYZ):
```
15
Properties=species:S:1:pos:R:3:lowdin_charge:R:1
C -0.332 -1.176 -1.404 -0.06
C -0.107 -1.169 0.145 -0.12
C 0.238 0.257 0.570 -0.36
C -0.726 1.376 0.870 0.00
O 1.377 0.294 1.526 0.15
C 1.595 0.660 0.299 -0.52
O 2.450 1.004 -0.408 0.19
H 0.445 -0.848 -1.977 0.04
H -0.953 -0.300 -1.551 0.07
H -0.760 -2.066 -1.916 0.09
H 0.723 -1.777 0.472 0.11
H -0.999 -1.383 0.749 0.12
H -1.266 1.634 -0.093 0.10
H -0.116 2.298 1.230 0.13
H -1.569 1.198 1.490 0.06
```



Record 2
Entry from OMol25: a cluster of 2 separate species, C4H10N2 in total in a non-equilibrium geometry (ωB97M-V/def2-TZVPD).

The value obtained for the gap between HOMO and LUMO is 10.5 eV. Its SMILES is C=NC.C=NC. Its LUMO energy is 1.05 eV. The HOMO energy is -9.43 eV.

Structure (XYZ):
```
16
Properties=species:S:1:pos:R:3:lowdin_charge:R:1
C 0.432 -0.832 -1.995 -0.11
N 1.190 -1.599 -1.344 -0.08
C 0.571 -2.332 -0.241 -0.14
H 0.918 0.053 -2.405 0.06
H -0.658 -0.720 -1.942 0.07
H 1.289 -2.993 0.235 0.06
H -0.308 -2.914 -0.546 0.08
H 0.190 -1.606 0.476 0.05
C -0.742 2.385 -0.010 -0.10
N -1.123 1.351 0.592 -0.08
C -0.278 0.919 1.715 -0.15
H -1.329 2.773 -0.841 0.06
H 0.083 3.057 0.259 0.08
H -0.731 0.024 2.136 0.06
H -0.249 1.630 2.547 0.07
H 0.747 0.805 1.364 0.07
```



Record 3
Entry from OMol25: a cluster of 2 separate species, C3H7NO5 in total in a non-equilibrium geometry (ωB97M-V/def2-TZVPD).

The value obtained for the gap between HOMO and LUMO (spin up / spin down) is 6.8 / 11.3 eV. Its LUMO energy (spin up / spin down) is -0.97 / 0.76 eV. The HOMO energy (spin up / spin down) is -7.81 / -10.58 eV.

Structure (XYZ):
```
16
Properties=species:S:1:pos:R:3:lowdin_charge:R:1
N -4.085 0.565 -3.944 0.03
O -4.636 -0.063 -4.671 -0.01
C 2.076 -0.987 0.867 -0.25
C 0.999 0.070 1.072 -0.19
O -0.118 -0.206 0.237 -0.10
C -1.134 0.763 0.318 -0.23
O -2.213 0.525 -0.556 -0.08
O -1.848 0.810 -1.807 0.01
O 3.184 -0.770 1.712 -0.07
H 1.658 -1.982 1.072 0.12
H 2.411 -0.970 -0.179 0.13
H 0.671 0.085 2.119 0.13
H 1.388 1.064 0.823 0.13
H -1.528 0.804 1.341 0.15
H -0.713 1.732 0.023 0.14
H 3.888 -1.439 1.573 0.11
```